52
Properties=species:S:1:pos:R:3:forces:R:3:mulliken_charge:R:1 method="wB97M-V/def2-TZVPD" energy_ha=-1018.0682 smiles="CC[C@H]1CCCCN1CCNC(=O)c1[nH]c(C)c(C(C)=O)c1C" de_lowest_ev=0.127 total_charge=0 orbital_gap_ev=8.543 largest_force_ev_per_a=0.51
C 4.929049 0.068512 3.419468 0.02 -0.07 -0.23 -1.358
C 4.372640 -0.570077 2.152893 -0.24 0.12 0.39 -0.562
C 2.873076 -0.284803 1.945807 0.42 -0.03 0.10 -0.144
C 2.582286 1.159289 1.532345 -0.02 -0.05 0.06 -0.641
C 3.148727 1.491391 0.148606 0.03 -0.04 0.06 -0.755
C 3.056721 0.276781 -0.783799 -0.19 -0.02 -0.07 -0.997
C 1.957698 -0.664215 -0.308436 0.13 0.03 -0.28 -0.190
N 2.338383 -1.233321 0.968973 -0.20 0.04 -0.20 0.243
C 1.446120 -2.231209 1.496024 -0.23 0.10 0.19 -1.188
C 0.083294 -1.747688 2.043829 0.41 -0.13 0.13 -0.854
N -0.848252 -1.376572 1.007369 -0.05 -0.11 -0.11 0.117
C -1.290915 -0.110967 0.847321 -0.09 -0.23 -0.05 0.325
O -0.985383 0.806213 1.602047 0.04 0.19 0.07 -0.758
C -2.177198 0.142332 -0.293113 -0.16 -0.12 -0.37 -0.001
N -2.642251 1.426634 -0.413111 0.05 0.07 0.12 0.038
C -3.441247 1.557619 -1.481403 -0.06 -0.15 -0.17 0.049
C -4.020624 2.886983 -1.811014 -0.07 0.03 0.00 -1.564
C -3.502717 0.308793 -2.110835 0.34 0.01 0.39 0.060
C -4.249890 -0.064675 -3.311370 -0.27 0.27 -0.15 0.971
C -5.380799 0.847766 -3.732461 -0.04 -0.27 -0.20 -1.352
O -4.008003 -1.069217 -3.952405 -0.03 0.01 -0.06 -0.633
C -2.687077 -0.586425 -1.351059 0.15 0.22 0.30 1.256
C -2.468206 -2.031652 -1.644694 -0.06 -0.09 -0.03 -1.980
H 5.970279 -0.214007 3.558427 0.09 0.03 0.09 0.415
H 4.877830 1.153157 3.366223 0.03 0.14 0.07 0.304
H 4.366971 -0.257730 4.292449 -0.04 -0.01 0.14 0.316
H 4.941143 -0.224450 1.291239 0.02 -0.06 -0.16 0.229
H 4.493798 -1.653687 2.212597 0.01 -0.01 -0.09 0.352
H 2.382280 -0.456971 2.913214 -0.01 0.00 -0.04 0.457
H 2.987768 1.843124 2.278275 -0.05 0.03 0.06 0.522
H 1.498613 1.294535 1.528725 0.00 0.03 0.05 0.061
H 4.187790 1.813622 0.233037 0.01 0.07 -0.04 0.329
H 2.583685 2.327058 -0.268983 0.06 0.04 0.00 0.401
H 3.996741 -0.276044 -0.787114 0.03 -0.04 -0.05 0.276
H 2.850833 0.593773 -1.807267 0.05 -0.02 -0.03 0.473
H 1.842321 -1.493594 -1.015531 -0.09 0.07 0.01 0.507
H 1.007603 -0.110269 -0.280884 0.03 -0.02 -0.07 0.002
H 1.264419 -2.968026 0.705813 0.02 -0.10 0.06 0.541
H 1.966712 -2.740066 2.313117 -0.06 -0.10 -0.01 0.337
H -0.355405 -2.548919 2.649591 0.04 0.09 0.03 0.375
H 0.215804 -0.863806 2.671279 -0.02 -0.16 0.03 0.478
H -1.087520 -2.071579 0.321067 -0.09 0.09 -0.05 0.150
H -2.374060 2.140130 0.250136 -0.02 -0.03 -0.07 0.248
H -3.791922 3.170150 -2.836526 -0.01 0.07 -0.01 0.352
H -3.602915 3.640049 -1.145615 -0.01 0.08 -0.01 0.343
H -5.103021 2.889719 -1.691986 -0.04 0.06 -0.02 0.297
H -6.009486 1.104002 -2.884800 -0.06 0.10 0.08 0.336
H -4.978876 1.761205 -4.163390 0.01 0.15 -0.01 0.316
H -5.973691 0.340017 -4.489562 0.02 0.00 -0.01 0.372
H -3.016994 -2.306733 -2.540171 0.10 -0.09 0.08 0.395
H -2.814817 -2.654425 -0.818616 0.03 -0.09 0.06 0.386
H -1.411313 -2.231730 -1.825729 0.08 -0.09 -0.01 0.349